Entry 1:
Density functional theory data (ωB97M-V/def2-TZVPD) for an isolated molecule of C12H24N4OS in a non-equilibrium geometry.

The geometry in ORCA input format:
```
! RIJCOSX wB97M-V def2-TZVPD def2/J DEFGRID3
* xyz 0 1
H 1.1332 0.4084 3.3953
N 0.4848 0.2295 2.6494
C -0.5321 -0.4936 2.5958
N -1.3601 -0.7601 1.4751
N -0.8062 -0.9414 0.1163
C -1.4668 -1.8487 -0.7392
C -2.0407 -3.0274 -0.1881
C -1.6616 -1.5440 -2.1840
C 0.3246 -0.3622 -0.4398
O 0.9670 -0.9584 -1.2983
N 0.6146 0.9733 -0.2159
C 1.5536 1.7750 -0.9074
C 0.8830 2.8598 -1.7471
C -0.3451 3.5307 -1.0020
C 1.8039 4.1083 -2.0502
C 0.3892 2.2684 -3.1106
S -0.8711 -1.6019 3.9439
C 0.0315 -3.0647 3.2109
C 0.7323 -4.0274 4.2000
H -2.0103 -1.4508 1.7190
H -1.9028 -3.3935 0.8527
H -2.7558 -3.7148 -0.7195
H -2.7048 -1.8244 -2.4447
H -0.8874 -2.1578 -2.6966
H -1.5959 -0.4859 -2.3428
H -0.0769 1.4348 0.3940
H 2.1826 2.1643 -0.1432
H 2.1060 1.1792 -1.5709
H -0.1109 3.9988 -0.1144
H -1.0265 4.0973 -1.5757
H -0.9074 2.6711 -0.6802
H 1.3109 4.8820 -2.5480
H 2.3636 4.4029 -1.1954
H 2.5264 3.7092 -2.8416
H 1.3206 1.9669 -3.6317
H -0.1659 1.3828 -2.9371
H -0.2525 3.0031 -3.6479
H -0.7842 -3.7020 2.7978
H 0.8486 -2.8783 2.5276
H 0.9530 -4.9138 3.5719
H -0.0509 -4.1605 5.0081
H 1.7865 -3.7342 4.5146
*
```

**LUMO level**: 0.026 hartree
**Molar mass**: 272.42 g/mol
**DFT total energy**: -1163.9520 hartree
**Kohn-Sham gap**: 8.819 eV
**HOMO**: -8.12 eV
**Structure (SMILES)**: [H]/N=C(/NN(C(=C)C)C(=O)NCC(C)(C)C)SCC

Atomic partial charges in e from the Mulliken method, atoms 1 to 2:
1. H 0.253
2. N -0.539


Entry 2:
Density functional theory data (ωB97M-V/def2-TZVPD) for an isolated ion of composition C2H6N7O4 and charge +1 in a non-equilibrium geometry.

The geometry in ORCA input format:
```
! RIJCOSX wB97M-V def2-TZVPD def2/J DEFGRID3
* xyz 1 1
N -0.7247 1.6467 0.5083
N -0.9465 0.2346 0.2255
N 0.1808 -0.4579 -0.1869
N 1.5227 -0.1070 0.6914
N 1.7688 -1.2065 1.6028
O 1.8803 -2.3039 1.0415
O 2.1334 -0.9136 2.6864
C 0.2690 -1.1844 -1.3308
O -0.7785 -1.2900 -2.1069
N 1.2976 -1.9416 -1.6638
N 1.2805 -2.6451 -2.7844
C 0.3407 -2.9705 -3.4967
O -0.3908 -3.3300 -4.2913
H -1.3873 2.1898 1.0236
H -0.5331 2.0390 -0.4347
H -1.3927 -0.3497 0.9458
H 1.2516 0.8145 1.1623
H -1.5343 -0.7116 -2.0054
H 2.1229 -2.1042 -1.1140
*
```

**LUMO level**: -0.154 hartree
**Molar mass**: 192.12 g/mol
**Energy above the lowest of the compared OMol25 structures with the same formula, charge and spin**: 0.0 kJ/mol
**DFT total energy**: -763.5291 hartree
**Kohn-Sham gap**: 9.550 eV
**HOMO**: -13.73 eV
**Structure (SMILES)**: NN/[N+](N[N+](=O)[O-])=C(\O)NN=C=O

Atomic partial charges in e from the Mulliken method, atoms 1 to 2:
1. N -0.510
2. N -0.520


Entry 3:
Density functional theory data (ωB97M-V/def2-TZVPD) for C5H10CuO3 as an isolated structure in a non-equilibrium geometry.

The geometry in ORCA input format:
```
! RIJCOSX wB97M-V def2-TZVPD def2/J DEFGRID3
* xyz 0 2
O 0.9339 0.9801 0.2530
Cu 0.1211 2.9101 0.3705
O 0.0744 1.7254 2.1703
C 0.4936 0.6686 1.5823
O -0.2723 -0.4627 1.5689
C 1.5900 -0.0344 -0.4874
C 1.9892 0.5391 -1.8299
H 2.4698 -0.3781 0.0812
H 0.9319 -0.9068 -0.6241
H 2.6570 1.4034 -1.7073
H 2.5136 -0.2231 -2.4220
H 1.1001 0.8613 -2.3905
C -1.7172 -0.2620 0.8753
C -2.0937 -1.6052 0.3038
H -2.2960 0.1627 1.7084
H -1.9645 0.4818 0.1013
H -1.7045 -2.4226 0.9258
H -1.6402 -1.7507 -0.6867
H -3.1863 -1.6869 0.2071
*
```

**LUMO level (spin up / spin down)**: -0.030 / -0.040 hartree
**Molar mass**: 181.68 g/mol
**Energy above the lowest of the compared OMol25 structures with the same formula, charge and spin**: 106.4 kJ/mol
**DFT total energy**: -2062.5664 hartree
**Kohn-Sham gap (spin up / spin down)**: 5.260 / 8.274 eV
**HOMO (spin up / spin down)**: -6.07 / -9.35 eV
**Expectation value of S²**: 0.7591

Atomic partial charges in e from the Mulliken method, atoms 1 to 2:
1. O 0.132
2. Cu 0.329


Repeat the third record exactly.
Density functional theory data (ωB97M-V/def2-TZVPD) for C5H10CuO3 as an isolated structure in a non-equilibrium geometry.

The geometry in ORCA input format:
```
! RIJCOSX wB97M-V def2-TZVPD def2/J DEFGRID3
* xyz 0 2
O 0.9339 0.9801 0.2530
Cu 0.1211 2.9101 0.3705
O 0.0744 1.7254 2.1703
C 0.4936 0.6686 1.5823
O -0.2723 -0.4627 1.5689
C 1.5900 -0.0344 -0.4874
C 1.9892 0.5391 -1.8299
H 2.4698 -0.3781 0.0812
H 0.9319 -0.9068 -0.6241
H 2.6570 1.4034 -1.7073
H 2.5136 -0.2231 -2.4220
H 1.1001 0.8613 -2.3905
C -1.7172 -0.2620 0.8753
C -2.0937 -1.6052 0.3038
H -2.2960 0.1627 1.7084
H -1.9645 0.4818 0.1013
H -1.7045 -2.4226 0.9258
H -1.6402 -1.7507 -0.6867
H -3.1863 -1.6869 0.2071
*
```

**LUMO level (spin up / spin down)**: -0.030 / -0.040 hartree
**Molar mass**: 181.68 g/mol
**Energy above the lowest of the compared OMol25 structures with the same formula, charge and spin**: 106.4 kJ/mol
**DFT total energy**: -2062.5664 hartree
**Kohn-Sham gap (spin up / spin down)**: 5.260 / 8.274 eV
**HOMO (spin up / spin down)**: -6.07 / -9.35 eV
**Expectation value of S²**: 0.7591

Atomic partial charges in e from the Mulliken method, atoms 1 to 2:
1. O 0.132
2. Cu 0.329


> Which formula does entry 2 have?

C2H6N7O4


> Which value of DFT total energy does entry 2 give?

-763.5291 hartree